Record 1
The following is a quantum chemistry calculation of 2 unconnected molecules or ions with the total composition CH4NOP at a distorted geometry, from OMol25.

Output
HOMO level (alpha / beta) (eV): -8.46 / -8.13
Energy relative to the best compared isomer or geometry (same formula, charge and spin) (kJ/mol): 455.47
E_LUMO (alpha / beta) (eV): -0.81 / -0.87

Structure (ORCA input):
```
! RIJCOSX wB97M-V def2-TZVPD def2/J DEFGRID3
* xyz 0 1
C -0.577 0.758 0.025
N 0.654 -0.026 0.065
O -0.370 -1.582 0.079
P 2.235 0.147 0.120
H -0.638 1.106 -0.972
H -1.282 0.062 0.297
H -0.407 1.607 0.630
H 0.385 -2.072 -0.243
*
```

Record 2
The following is a quantum chemistry calculation of 2 unconnected molecules or ions with the total composition C3H10N2OS, from OMol25.

Output
HOMO level (eV): -8.33
Energy relative to the best compared isomer or geometry (same formula, charge and spin) (kJ/mol): 7.49
E_LUMO (eV): 0.64
Structure (SMILES): NC(N)=O.CSC

Structure (ORCA input):
```
! RIJCOSX wB97M-V def2-TZVPD def2/J DEFGRID3
* xyz 0 1
N 0.854 -1.909 2.587
C 0.140 -1.330 1.554
N 0.694 -1.500 0.317
O -0.898 -0.733 1.739
H 1.797 -2.204 2.419
H 0.617 -1.582 3.507
H 0.160 -1.196 -0.474
H 1.459 -2.133 0.186
C -1.544 1.676 -0.396
S -0.834 2.333 -1.919
C 0.455 1.127 -2.260
H -0.787 1.656 0.381
H -2.001 0.692 -0.452
H -2.277 2.435 -0.125
H 1.003 1.489 -3.125
H 1.125 1.023 -1.411
H 0.038 0.155 -2.528
*
```

Record 3
The following is a quantum chemistry calculation of a molecular structure, C3H6N6O3 at a distorted geometry, from OMol25.

Output
HOMO level (alpha / beta) (eV): -19.02 / -19.02
Energy relative to the best compared isomer or geometry (same formula, charge and spin) (kJ/mol): 20.73
E_LUMO (alpha / beta) (eV): -9.77 / -9.77

Structure (ORCA input):
```
! RIJCOSX wB97M-V def2-TZVPD def2/J DEFGRID3
* xyz 2 1
C 0.051 0.129 -0.681
C -0.747 -1.024 0.757
C 0.436 0.682 -2.683
N 0.802 1.201 -0.611
N -0.434 -1.012 1.950
N -0.197 -0.207 -1.953
N -1.726 -1.868 0.225
N 1.269 1.904 0.407
N 0.327 -0.494 2.793
O 1.050 1.577 -1.974
O -1.875 -1.968 -1.048
O -2.404 -2.487 0.959
H 0.478 0.694 -3.765
H -1.256 -1.429 -1.661
H 2.245 2.185 0.292
H 0.714 2.729 0.651
H 0.234 -0.827 3.757
H 1.033 0.216 2.586
*
```